<w>
This record from OMol25 describes a 3-piece molecular cluster, C3H10O3 overall. The level of theory is ωB97M-V with the def2-TZVPD basis set.

Computed properties:
HOMO-LUMO gap (alpha / beta) = 9.5 / 6.7 eV
LUMO energy (alpha / beta) = -0.1699 / -0.2708 Ha
Net charge = +1
2S+1 = 2
Highest occupied orbital energy (alpha / beta) = -14.1 / -14.1 eV

Positions of all 16 atoms, in Å:
C (0.4470, -2.2746, 0.0478)
C (0.7374, -0.8304, -0.1678)
C (-0.0337, 0.1428, 0.4539)
O (0.5542, 1.1940, 0.9782)
H (0.6107, -2.9921, -0.7533)
H (-0.6094, -2.3218, 0.3324)
H (1.0393, -2.6160, 0.9103)
H (1.5262, -0.3271, -0.7207)
H (-1.0681, -0.1061, 0.7508)
H (-0.0741, 1.5277, 1.6563)
H (0.1019, 1.0397, -5.4314)
H (1.0743, 0.4027, -4.3839)
O (0.2252, 0.8373, -4.5009)
H (-1.1497, 2.5227, 4.1596)
H (-2.1529, 1.7701, 3.3340)
O (-1.2284, 2.0312, 3.3346)

Here are the Löwdin charges for atoms 1 to 8, given in e: C -0.02; C 0.05; C -0.05; O 0.19; H 0.10; H 0.10; H 0.12; H 0.15


<x>
This record from OMol25 describes a 2-piece molecular cluster, C3H10O3 overall. The level of theory is ωB97M-V with the def2-TZVPD basis set.

Computed properties:
HOMO-LUMO gap (alpha / beta) = 12.7 / 5.3 eV
LUMO energy (alpha / beta) = -0.1088 / -0.3494 Ha
Net charge = +1
2S+1 = 2
Highest occupied orbital energy (alpha / beta) = -15.6 / -14.8 eV

Positions of all 16 atoms, in Å:
C (-1.6208, 0.2614, -0.5348)
O (-2.1275, 1.5302, -0.2530)
C (-0.5560, -0.0418, 0.5251)
C (0.5173, -0.9085, -0.1990)
O (0.1802, -2.2779, -0.0529)
H (-2.4746, -0.4375, -0.3938)
H (-1.4206, 0.2769, -1.6068)
H (-2.4147, 2.0689, -0.9918)
H (-0.1159, 0.8886, 0.8692)
H (-1.0733, -0.7019, 1.2094)
H (0.4736, -0.8700, -1.2920)
H (1.5528, -0.6480, 0.0744)
H (0.3912, -2.5632, 0.8680)
H (3.0582, 1.5315, -0.0754)
H (2.6930, 1.1197, 1.3534)
O (2.9371, 0.7715, 0.5000)

Here are the Löwdin charges for atoms 1 to 8, given in e: C -0.19; O 0.08; C -0.04; C -0.16; O 0.07; H 0.18; H 0.15; H 0.13


<w> ends up most stable, edging out the next structure by 165.0 kJ/mol.


<w>
This record from OMol25 describes a 8-piece molecular cluster, C4H24O7S2 overall. The level of theory is ωB97M-V with the def2-TZVPD basis set.

Computed properties:
HOMO-LUMO gap = 8.6 eV
LUMO energy = 0.0047 Ha
SMILES string = CCSSCC.O.O.O.O.O.O.O
Highest occupied orbital energy = -8.5 eV

Positions of all 37 atoms, in Å:
C (-2.2550, -3.8865, 1.0781)
C (-1.6295, -2.5395, 1.1611)
S (-3.1299, -1.5118, 0.6514)
S (-1.9496, 0.0731, -0.1473)
C (-0.8071, -0.4413, -1.4288)
C (-1.3258, -1.0839, -2.6593)
H (-1.6012, -4.7202, 1.5071)
H (-2.8376, -4.2910, 0.1535)
H (-2.9740, -3.9043, 1.8452)
H (-0.6587, -2.5121, 0.5063)
H (-1.1386, -2.3010, 2.1749)
H (-0.4715, 0.5687, -1.7305)
H (0.1965, -0.9776, -1.0325)
H (-0.6622, -1.0407, -3.5783)
H (-2.2402, -0.3665, -2.9570)
H (-1.4563, -2.0928, -2.5165)
H (2.0773, -0.9822, 3.8755)
H (2.3202, -2.0139, 2.8305)
O (2.2078, -1.9539, 3.8301)
H (3.6164, 1.2047, -1.9046)
H (3.8066, 0.1949, -3.0641)
O (4.1439, 0.5126, -2.2625)
H (0.7524, 1.2551, 0.1957)
H (0.6491, 2.2156, 1.1500)
O (0.9925, 2.1117, 0.2050)
H (-0.9269, 1.0941, -4.6532)
H (-0.2485, 2.2987, -3.7425)
O (-0.3379, 1.2957, -3.9138)
H (0.9749, 4.5470, 0.6873)
H (-0.0600, 3.7120, 0.1487)
O (0.0819, 4.5798, 0.6021)
H (-1.1977, 3.9681, 1.9096)
H (-2.1178, 2.7758, 2.6189)
O (-1.2187, 3.1139, 2.2199)
H (3.6953, 0.1926, 1.5376)
H (2.7635, 0.8213, 2.6600)
O (2.9663, 0.0836, 2.0422)

Here are the Löwdin charges for atoms 1 to 8, given in e: C -0.29; C -0.60; S 0.50; S 0.49; C -0.69; C -0.19; H 0.09; H 0.11


<x>
This record from OMol25 describes a 8-piece molecular cluster, C4H24O7S2 overall. The level of theory is ωB97M-V with the def2-TZVPD basis set.

Computed properties:
HOMO-LUMO gap = 8.9 eV
LUMO energy = 0.0136 Ha
SMILES string = CCCSSC.O.O.O.O.O.O.O
Highest occupied orbital energy = -8.5 eV

Positions of all 37 atoms, in Å:
C (-0.2619, 1.8469, 0.5831)
C (-0.7195, 2.9469, -0.4113)
C (0.2427, 0.5812, -0.0944)
S (1.7327, 0.7698, -1.1233)
S (3.2336, 1.6449, -0.1584)
C (4.0290, 0.4504, 0.9534)
H (0.5525, 2.3041, 1.2776)
H (-1.0673, 1.5649, 1.2800)
H (-1.4571, 2.5888, -1.1201)
H (-1.1629, 3.7442, 0.0892)
H (0.0777, 3.2973, -1.0231)
H (0.4373, -0.1840, 0.6413)
H (-0.5594, 0.1844, -0.8366)
H (4.8933, 0.9521, 1.4018)
H (3.3048, 0.1650, 1.7479)
H (4.4465, -0.4385, 0.4344)
H (-1.7682, 0.8650, -3.4047)
H (-1.4307, -0.6009, -3.1891)
O (-2.0784, 0.0696, -2.9690)
H (0.7256, -1.3707, -3.6831)
H (0.0104, -2.1481, -2.6150)
O (-0.1414, -1.7075, -3.4250)
H (-2.7967, 0.6772, -0.0525)
H (-2.8062, -0.1059, -1.4493)
O (-3.0223, -0.1358, -0.4752)
H (-0.3087, -2.5315, -0.4296)
H (1.2073, -2.4948, -0.6007)
O (0.3898, -2.8145, -1.0348)
H (-2.1987, -2.8098, 0.6220)
H (-2.1505, -1.3415, 0.1501)
O (-1.6273, -2.0895, 0.5846)
H (1.3969, 0.5838, 3.8545)
H (0.5644, -0.3164, 2.8989)
O (1.4461, 0.1036, 2.9972)
H (-1.0043, -1.8000, 3.5079)
H (-1.1546, -1.3936, 2.1062)
O (-0.9746, -1.0572, 2.9650)

Here are the Löwdin charges for atoms 1 to 8, given in e: C -0.31; C -0.10; C -0.57; S 0.46; S 0.42; C -0.46; H 0.12; H 0.10


<x> ends up most stable, edging out the next structure by 413.0 kJ/mol.


<w>
This record from OMol25 describes a 2-piece molecular cluster, C3H7IN2 overall. The level of theory is ωB97M-V with the def2-TZVPD basis set.

Computed properties:
HOMO-LUMO gap = 8.8 eV
LUMO energy = 0.0090 Ha
Highest occupied orbital energy = -8.6 eV

Positions of all 13 atoms, in Å:
C (1.7516, -1.1222, -0.3107)
C (-2.4340, 0.7866, -0.1390)
C (-1.2064, 0.2426, 0.5895)
N (0.5807, -1.1046, -0.0995)
N (-0.5832, -0.7292, -0.2138)
I (5.4274, 0.5468, -0.6122)
H (2.5514, -1.7595, -0.2003)
H (3.9416, -0.1210, -0.2480)
H (-3.3693, 0.9159, 0.3542)
H (-2.1704, 1.5981, -0.7659)
H (-2.5850, -0.0454, -0.8605)
H (-0.4285, 0.9967, 0.8625)
H (-1.4760, -0.2048, 1.6437)

Here are the Löwdin charges for atoms 1 to 8, given in e: C 0.08; C -0.09; C -0.30; N -0.10; N -0.02; I 0.36; H 0.01; H -0.37


<x>
This record from OMol25 describes a 2-piece molecular cluster, C3H7IN2 overall. The level of theory is ωB97M-V with the def2-TZVPD basis set.

Computed properties:
HOMO-LUMO gap = 9.6 eV
LUMO energy = 0.0152 Ha
SMILES string = [H]/N=C\I.C=NC
Highest occupied orbital energy = -9.2 eV

Positions of all 13 atoms, in Å:
C (0.8384, -1.6921, -0.8990)
C (-1.6728, 1.2687, -0.3890)
C (1.3653, -0.1010, 0.6966)
N (-1.4421, 2.0875, 0.4867)
N (0.4418, -0.7173, -0.2298)
I (-3.1542, -0.4421, -0.0843)
H (1.6795, -2.3330, -0.9144)
H (0.1456, -1.9770, -1.6022)
H (-1.0726, 1.2498, -1.2366)
H (0.8107, 0.4065, 1.5924)
H (2.1154, -0.8007, 0.9319)
H (1.8528, 0.8077, 0.1912)
H (-1.9078, 2.2430, 1.4567)

Here are the Löwdin charges for atoms 1 to 8, given in e: C -0.06; C -0.65; C -0.15; N 0.00; N -0.10; I 0.49; H 0.07; H 0.04


<x> ends up most stable, edging out the next structure by 149.4 kJ/mol.


<w>
This record from OMol25 describes a 2-piece molecular cluster, C8H10O2 overall. The level of theory is ωB97M-V with the def2-TZVPD basis set.

Computed properties:
HOMO-LUMO gap = 9.9 eV
LUMO energy = 0.0259 Ha
SMILES string = c1ccccc1.CC(=O)O
Highest occupied orbital energy = -9.2 eV

Positions of all 20 atoms, in Å:
C (-0.4320, -0.8582, 2.0371)
C (0.3086, 0.2340, 2.3457)
C (-0.1348, 1.4981, 2.1538)
C (-1.1754, 1.7282, 1.4241)
C (-2.0450, 0.5564, 1.1988)
C (-1.5081, -0.7381, 1.2407)
C (0.7457, -0.8288, -2.0688)
C (1.7582, -0.7263, -3.3230)
H (0.2015, -1.8590, 2.0766)
H (1.2694, 0.2323, 3.0168)
H (0.6508, 2.2746, 2.3409)
H (-1.4359, 2.7137, 1.3507)
H (-3.1105, 0.8615, 0.8391)
H (-1.8729, -1.4160, 0.4209)
H (0.1736, 0.0310, -0.7053)
H (1.2380, -1.4044, -4.0722)
H (1.6595, 0.3133, -3.6066)
H (2.7781, -1.0097, -3.3152)
O (-0.2748, -1.4722, -2.3125)
O (1.2061, -0.1304, -1.0417)

Here are the Löwdin charges for atoms 1 to 8, given in e: C -0.14; C -0.14; C -0.18; C -0.09; C -0.05; C -0.14; C -0.57; C 0.01


<x>
This record from OMol25 describes one molecule with the formula C8H10O2. The level of theory is ωB97M-V with the def2-TZVPD basis set.

Computed properties:
HOMO-LUMO gap = 9.6 eV
LUMO energy = 0.0348 Ha
SMILES string = C=C(OC)c1occc1C
Highest occupied orbital energy = -8.6 eV

Positions of all 20 atoms, in Å:
C (-0.7296, 2.2584, -0.7292)
C (0.5035, 2.5542, -1.2197)
C (-0.6020, 1.0301, -0.0227)
C (0.7116, 0.6976, -0.1587)
C (2.2544, -0.5639, 1.5726)
C (1.5704, -0.7022, 0.4530)
C (-1.6731, 0.2818, 0.6915)
C (0.7735, -1.8055, -1.4798)
O (1.3901, 1.5997, -0.8773)
O (1.4735, -1.8379, -0.2567)
H (-1.6232, 2.8379, -0.8461)
H (0.8689, 3.3715, -1.8082)
H (2.7984, -1.3939, 1.9878)
H (2.2866, 0.3735, 2.0917)
H (-2.4583, 0.9630, 1.0113)
H (-2.1236, -0.4697, 0.0400)
H (-1.2604, -0.2265, 1.5617)
H (-0.2969, -1.6511, -1.3184)
H (0.9357, -2.7773, -1.9434)
H (1.1560, -1.0212, -2.1402)

Here are the Löwdin charges for atoms 1 to 8, given in e: C -0.02; C -0.11; C -0.26; C -0.15; C 0.06; C -0.24; C -0.03; C -0.07


<y>
This record from OMol25 describes a 2-piece molecular cluster, C8H10O2 overall. The level of theory is ωB97M-V with the def2-TZVPD basis set.

Computed properties:
HOMO-LUMO gap = 10.4 eV
LUMO energy = 0.0340 Ha
SMILES string = c1ccccc1.CC(=O)O
Highest occupied orbital energy = -9.5 eV

Positions of all 20 atoms, in Å:
C (-0.8521, -1.0332, 1.6372)
C (-0.7010, 0.2809, 2.1895)
C (-1.3017, 1.4121, 1.5404)
C (-1.9431, 1.1862, 0.3649)
C (-1.9718, -0.0991, -0.1744)
C (-1.4418, -1.2487, 0.3904)
C (1.6197, -0.4077, -1.1985)
C (2.8888, 0.0401, -2.0201)
H (-0.6495, -2.0987, 2.1518)
H (-0.1781, 0.4624, 3.1161)
H (-1.3948, 2.4658, 1.8321)
H (-2.6378, 1.8989, 0.0164)
H (-2.5931, -0.3807, -1.0831)
H (-1.3238, -2.2098, -0.1919)
H (0.5295, 0.0505, 0.1349)
H (3.1400, -0.6269, -2.9019)
H (2.7203, 1.0169, -2.5134)
H (3.8192, 0.1822, -1.3244)
O (1.0669, -1.3780, -1.6472)
O (1.2041, 0.4866, -0.3188)

Here are the Löwdin charges for atoms 1 to 8, given in e: C -0.11; C -0.07; C -0.09; C -0.12; C -0.11; C -0.13; C -0.56; C -0.01


<y> ends up most stable, edging out the next structure by 117.7 kJ/mol.